[1]
Entry from the OMol25 dataset: a structure of composition C17H68BNO27S (wB97M-V/def2-TZVPD).

```
115
Properties=species:S:1:pos:R:3
S -1.143 0.581 1.399
O -0.457 1.118 5.050
O -4.040 -0.829 -3.681
O 6.533 0.321 1.740
O 5.714 -1.452 -1.046
O 5.032 3.210 -3.307
O -2.261 0.482 5.968
O 2.706 -2.845 1.794
O 5.376 0.359 -3.546
O -1.198 3.346 3.668
O -6.416 -0.952 -5.786
O -1.186 -0.676 -3.063
O 5.260 -3.817 0.972
O -7.402 -3.724 2.301
O -6.338 -5.993 -3.542
O 6.162 -3.686 5.390
O 7.568 4.805 -3.985
O -4.125 -3.789 -4.281
O 4.698 -1.464 4.043
O 0.404 4.512 5.587
O -4.021 1.273 3.865
O -3.456 -0.622 -0.388
O -3.164 3.315 -4.776
O 7.068 1.497 -0.872
O 0.694 5.067 2.264
O -0.316 -3.410 -0.773
O -5.926 -2.647 -0.548
O -6.054 4.164 -5.665
N 1.009 2.341 0.637
C -2.290 2.506 -1.956
C -1.196 1.633 -0.036
C 1.462 1.036 0.925
C 0.933 -1.224 1.626
C -0.067 3.248 -1.370
C -5.278 1.302 1.259
C 2.806 0.688 0.828
C 4.043 -4.536 0.739
C 2.881 -3.586 0.584
C -1.168 3.276 -2.209
C -0.074 2.412 -0.263
C -2.318 1.658 -0.849
C -4.949 1.425 -0.266
C 2.272 -1.558 1.529
C 3.796 -5.504 1.904
C 0.555 0.074 1.322
C 3.186 -0.602 1.144
B -3.549 0.737 -0.501
H -3.714 -4.542 -4.721
H 4.200 -6.489 1.686
H 3.536 1.412 0.497
H -1.200 -3.028 -0.762
H 1.773 2.941 0.361
H 5.756 3.408 -3.915
H 0.178 -2.878 -0.140
H -3.876 3.121 -5.400
H 6.678 1.459 -1.755
H 8.012 1.387 -1.022
H 5.938 -4.139 0.374
H 8.110 4.566 -3.226
H -5.865 -5.280 -3.990
H 0.187 -1.944 1.930
H 8.204 4.995 -4.682
H 4.018 -1.676 3.391
H -0.748 1.047 4.136
H -5.664 -1.056 -5.189
H 1.503 5.429 2.638
H -5.999 -3.597 -0.690
H -3.898 -3.909 -3.351
H -6.661 -3.821 2.906
H 0.469 4.329 2.848
H 3.109 -2.912 -0.243
H 0.329 3.551 5.581
H -1.787 2.985 2.992
H -6.553 4.885 -6.060
H 6.359 0.941 1.018
H -1.385 0.712 5.621
H 5.605 -2.042 -0.290
H -1.296 -0.544 -2.115
H -6.164 4.287 -4.717
H -1.172 3.905 -3.085
H -4.597 1.969 4.195
H -6.994 -3.481 1.463
H -2.074 -0.153 6.666
H -4.311 -0.983 -0.122
H -2.686 4.040 -5.190
H -6.019 -0.757 -6.639
H 5.036 3.951 -2.695
H -7.071 -6.197 -4.131
H 4.240 -0.828 1.065
H 5.191 -0.754 3.609
H -5.464 2.275 1.699
H 0.793 3.874 -1.564
H -1.785 3.575 4.397
H 0.500 1.019 5.016
H 4.141 -5.140 -0.162
H -4.846 2.480 -0.508
H -3.795 -1.720 -3.960
H 6.667 -1.319 -1.093
H 5.655 -2.981 4.959
H 4.813 1.133 -3.400
H -3.765 -0.798 -2.759
H -5.709 0.948 -0.889
H -6.128 0.645 1.419
H 1.992 -4.159 0.320
H -3.158 2.505 -2.592
H -1.690 0.047 -3.457
H -0.042 4.784 4.780
H 5.520 0.005 -2.664
H -3.518 0.984 4.646
H -4.419 0.874 1.753
H 6.034 -3.531 6.329
H 4.286 -5.156 2.810
H -6.477 -2.263 -1.241
H 7.200 -0.271 1.382
H 2.731 -5.588 2.099
```

Net charge   0
Frontier orbital gap   7.800 eV
Molar mass   761.59 u
HOMO energy   -0.295 Ha

=====

[2]
Entry from the OMol25 dataset: a structure of composition C4H4FeLiO5 (wB97M-V/def2-TZVPD).

```
15
Properties=species:S:1:pos:R:3
Fe 4.488 1.273 0.342
O -3.203 -0.323 -0.071
O -4.176 1.633 0.431
O -1.943 1.400 0.449
O 4.787 -0.691 -0.046
O 2.879 0.343 -0.176
C -1.835 -0.703 -0.421
C -0.981 0.254 0.369
C 3.560 -0.734 -0.286
C -3.179 0.955 0.310
Li 0.982 0.755 -0.210
H -1.767 -0.595 -1.516
H 3.026 -1.698 -0.436
H -0.957 -0.115 1.413
H -1.680 -1.755 -0.152
```

Expectation value of S²   8.76
Net charge   +2
Spin multiplicity   6
Frontier orbital gap (alpha / beta)   6.066 / 5.134 eV
Molar mass   194.86 u
ΔE to the lowest compared entry with this formula, charge and spin   281.5 kJ/mol
HOMO energy (alpha / beta)   -0.624 / -0.608 Ha

=====

[3]
Entry from the OMol25 dataset: a structure of composition C38H49Cl3Ge2N2O7PSSn (wB97M-V/def2-TZVPD).

```
104
Properties=species:S:1:pos:R:3
Sn -1.262 1.613 1.211
Ge -0.480 3.817 -2.809
Ge 2.573 -1.012 1.193
Cl 1.511 5.034 -2.832
Cl -0.245 3.003 -4.978
Cl -1.887 5.799 -3.109
S 1.783 1.349 -0.504
P -1.310 -0.374 -1.809
O -2.231 0.936 -1.950
O -3.291 2.286 1.059
O -2.138 -1.146 -0.636
O 0.693 2.288 -0.862
O -1.853 -1.287 -3.083
O -0.787 4.220 1.561
O -2.137 0.214 2.528
N -2.339 4.855 0.013
N -0.243 5.815 0.038
C -6.850 1.572 0.869
C -2.178 -3.350 0.319
C 2.753 -2.833 -1.099
C -6.932 0.369 1.560
C -4.439 1.644 1.250
C -1.315 -0.882 -4.346
C 4.007 -0.508 2.467
C 2.301 0.645 -2.112
C -3.560 -1.480 3.391
C 4.872 -1.947 -0.444
C -5.791 -0.197 2.100
C 1.441 0.366 0.682
C 4.245 1.928 -1.438
C -3.654 0.902 -2.163
C 4.718 -3.380 -2.371
C 5.879 -1.129 3.882
C -1.422 -2.045 0.226
C 4.093 0.784 2.977
C -4.505 0.401 1.988
C 5.957 0.170 4.370
C 3.500 -2.048 -0.217
C 4.911 -1.459 2.944
C -0.094 -2.787 3.944
C 5.478 -2.604 -1.510
C 3.392 1.555 -2.654
C -5.605 2.187 0.725
C 3.349 -3.496 -2.162
C 3.257 2.447 -0.408
C 5.058 1.125 3.919
C 1.663 -3.729 2.026
C 1.539 -2.353 2.206
C 0.641 -1.898 3.174
C 0.917 -4.627 2.784
C -1.115 4.913 0.585
C -2.295 -1.269 -5.431
C 0.040 -4.156 3.749
C -3.387 -0.220 2.591
C -4.016 2.084 -3.032
H 2.883 3.435 -0.683
H 1.021 -5.693 2.617
H -0.348 -1.374 -4.501
H -1.926 -0.951 -6.408
H 3.617 2.435 0.619
H -0.412 -2.206 -0.161
H 0.721 5.589 0.218
H -3.502 2.034 -3.994
H -2.585 -1.784 3.768
H 2.948 2.458 -3.079
H 6.569 -1.885 4.239
H -2.448 -2.350 -5.449
H -5.095 2.103 -3.206
H -5.508 3.120 0.180
H -0.788 -2.409 4.686
H -4.140 0.962 -1.190
H 2.744 -4.091 -2.837
H -3.930 -0.047 -2.630
H -5.883 -1.135 2.632
H -1.685 -4.013 1.034
H 4.749 1.031 -1.056
H -1.325 -1.567 1.203
H 5.480 -1.340 0.218
H -3.258 -0.790 -5.254
H 2.351 -4.114 1.280
H 5.014 2.667 -1.673
H 5.101 2.137 4.305
H -7.885 -0.134 1.678
H -1.139 0.199 -4.367
H 4.856 -2.481 2.580
H 3.372 1.526 2.646
H -0.546 -4.851 4.339
H -2.225 -3.841 -0.654
H 2.664 -0.368 -1.933
H 3.973 1.062 -3.436
H 5.186 -3.886 -3.207
H 1.396 0.613 -2.711
H 0.491 -0.832 3.306
H -4.243 -1.344 4.238
H 6.545 -2.500 -1.672
H -3.728 3.017 -2.547
H 6.708 0.432 5.105
H -7.734 2.027 0.440
H -2.431 5.205 -0.934
H -2.927 4.069 0.290
H -3.965 -2.306 2.794
H -0.426 6.144 -0.901
H -3.198 -3.167 0.661
H 1.680 -2.913 -0.965
```

Expectation value of S²   0.78
Net charge   -2
Spin multiplicity   2
Frontier orbital gap (alpha / beta)   4.658 / 6.346 eV
Molar mass   1079.15 u
ΔE to the lowest compared entry with this formula, charge and spin   75.7 kJ/mol
HOMO energy (alpha / beta)   -0.025 / -0.087 Ha

=====

[4]
Entry from the OMol25 dataset: a structure of composition C23H26BrCoN2O3 (wB97M-V/def2-TZVPD).

```
56
Properties=species:S:1:pos:R:3
Br -0.105 -3.091 -0.168
Co 0.183 -0.569 0.678
O 0.612 1.418 1.732
O 2.145 -1.171 1.178
O 0.036 -1.036 2.785
N -3.838 -0.384 -0.303
N -1.763 -0.053 0.401
C 0.572 -0.162 -1.151
C 1.249 1.462 -2.859
C -2.656 3.518 -0.179
C -2.703 -0.938 0.164
C 0.202 -2.505 -1.969
C 0.987 -2.069 3.062
C 0.801 -0.797 -3.545
C 0.948 1.107 -1.528
C -4.474 2.022 -0.753
C -3.638 0.980 -0.367
C 0.132 0.085 3.682
C 0.721 -1.776 -4.563
C 2.349 -1.725 2.472
C 1.168 0.532 -3.852
C 0.520 -1.143 -2.191
C -3.955 3.295 -0.657
C -1.832 2.480 0.200
C 1.905 1.972 1.947
C -2.329 1.183 0.085
C 3.346 -1.092 0.409
C -0.191 1.348 2.904
C 0.129 -3.447 -2.950
C 0.388 -3.066 -4.279
H 0.934 -1.477 -5.582
H 0.591 -2.973 2.603
H -4.676 -0.885 -0.543
H -0.838 2.662 0.579
H -4.565 4.141 -0.943
H 0.330 -3.808 -5.063
H -2.600 -1.998 0.314
H -1.226 1.324 2.562
H 1.143 0.138 4.092
H 1.009 1.888 -0.783
H -0.113 -4.473 -2.713
H 1.062 -2.234 4.139
H 1.541 2.479 -3.088
H 2.955 -2.634 2.401
H 2.896 -1.003 3.091
H 4.092 -0.498 0.943
H 1.387 0.790 -4.880
H -0.568 -0.060 4.508
H -5.481 1.844 -1.105
H -2.294 4.534 -0.105
H 3.096 -0.619 -0.535
H 3.738 -2.096 0.232
H -0.046 2.233 3.529
H 2.461 1.430 2.716
H 2.443 1.901 1.004
H 1.818 3.021 2.242
```

Expectation value of S²   0.77
Net charge   +1
Spin multiplicity   2
Frontier orbital gap (alpha / beta)   8.435 / 8.401 eV
Molar mass   517.31 u
ΔE to the lowest compared entry with this formula, charge and spin   0.0 kJ/mol
HOMO energy (alpha / beta)   -0.380 / -0.379 Ha

=====

[5]
Entry from the OMol25 dataset: a structure of composition C29H38N4O8W (wB97M-V/def2-TZVPD).

```
80
Properties=species:S:1:pos:R:3
W -0.230 0.412 0.383
O -0.944 -2.744 -4.456
O 0.914 2.050 0.205
O 1.513 -0.205 -0.507
O 1.116 -0.123 1.969
O -0.698 -4.753 -3.541
O -0.917 -0.188 -3.559
O 0.962 -2.368 2.230
O -0.733 0.710 -1.535
N -0.692 -1.531 -0.329
N 2.409 0.750 -0.518
N -0.586 -2.775 0.125
N 2.118 1.919 -0.214
C -0.775 -3.560 -3.418
C 4.122 -0.946 -0.739
C -0.361 4.242 2.318
C 6.055 1.000 -1.210
C -0.788 -0.302 -2.357
C -0.571 -3.648 -0.896
C -2.508 -2.075 2.892
C 4.740 1.383 -1.003
C -1.149 1.882 2.119
C -1.786 2.136 0.896
C -2.529 0.080 1.554
C 5.447 -1.311 -0.949
C -0.742 -1.598 -1.651
C -3.365 2.474 -1.420
C 6.410 -0.343 -1.182
C -5.080 1.499 0.041
C -3.352 -1.119 2.024
C 3.806 0.394 -0.766
C -0.449 2.884 3.015
C -1.347 3.030 4.256
C -4.022 -1.936 0.919
C 1.466 -1.264 2.436
C -3.700 1.227 -0.581
C -0.712 -2.934 -2.065
C -1.501 0.564 2.442
C 0.942 2.462 3.485
C -3.800 0.017 -1.543
C -2.699 1.058 0.568
C -4.439 -0.542 2.951
H 6.803 1.758 -1.400
H -2.999 -3.049 2.941
H -4.601 -2.736 1.384
H -1.497 -2.213 2.522
H -1.206 0.064 3.349
H -3.290 -2.398 0.253
H -5.036 2.327 0.753
H 1.646 2.356 2.660
H 0.176 4.177 1.370
H -3.493 3.395 -0.843
H -5.002 -1.364 3.407
H 2.378 -1.203 3.047
H 4.448 2.423 -1.027
H -2.357 2.443 -1.829
H -2.381 3.245 3.974
H -5.483 0.626 0.555
H 1.319 3.229 4.169
H 0.911 1.511 4.019
H -3.987 0.044 3.755
H -5.784 1.768 -0.752
H -4.825 -0.356 -1.599
H -0.473 -4.711 -0.743
H 3.351 -1.682 -0.560
H -1.340 2.117 4.857
H -1.353 4.657 2.121
H -4.067 2.517 -2.256
H -4.706 -1.344 0.314
H 7.440 -0.631 -1.346
H -0.999 -1.798 -4.180
H -5.143 0.100 2.422
H -0.179 -2.855 1.074
H -3.177 -0.815 -1.236
H -3.500 0.298 -2.553
H -2.421 -1.711 3.918
H 0.172 4.944 2.964
H 5.717 -2.359 -0.931
H -0.984 3.850 4.884
H -1.743 3.073 0.374
```

Expectation value of S²   2.02
Net charge   0
Spin multiplicity   3
Frontier orbital gap (alpha / beta)   5.546 / 8.028 eV
Molar mass   754.48 u
ΔE to the lowest compared entry with this formula, charge and spin   44.2 kJ/mol
HOMO energy (alpha / beta)   -0.212 / -0.326 Ha

=====

[6]
Entry from the OMol25 dataset: a cluster of 2 separate species, C2H2OS3 in total (wB97M-V/def2-TZVPD).

```
8
Properties=species:S:1:pos:R:3
S 1.859 -0.550 1.116
S 0.967 1.368 0.794
S 2.339 -1.339 -0.599
O 0.829 1.561 -0.622
C -1.697 0.253 -0.434
C -1.278 -0.711 0.163
H -2.097 1.097 -0.911
H -0.922 -1.678 0.493
```

Net charge   0
Frontier orbital gap (alpha / beta)   7.733 / 7.064 eV
Molar mass   138.24 u
ΔE to the lowest compared entry with this formula, charge and spin   300.2 kJ/mol
HOMO energy (alpha / beta)   -0.337 / -0.334 Ha

=====

[7]
Entry from the OMol25 dataset: the molecule C11H20N2O5 (wB97M-V/def2-TZVPD).

```
38
Properties=species:S:1:pos:R:3
O 1.169 3.495 1.702
O 1.971 -0.840 0.350
O 0.812 -0.404 3.314
O -0.929 -1.364 2.225
O -0.849 4.208 1.095
N 0.797 1.087 -2.196
N 0.780 0.998 0.795
C -1.361 -2.341 -0.714
C -1.181 0.855 2.812
C -1.538 1.398 1.379
C 0.093 3.251 1.158
C 1.105 -0.046 0.007
C -0.265 -0.346 2.839
C 0.461 -0.081 -1.395
C -0.345 1.905 0.629
C 1.964 -1.651 -2.672
C 0.053 -2.519 -1.170
C 0.619 -1.424 -2.082
H -0.539 5.047 1.578
H -2.099 -2.163 -1.461
H 2.732 -1.560 -1.900
H -0.095 -1.437 -2.952
H 0.089 -3.418 -1.759
H -2.344 2.135 1.496
H -2.152 0.581 3.287
H -0.631 0.009 -1.229
H -1.467 -1.509 -0.078
H 2.025 -2.623 -3.151
H -0.743 1.654 3.339
H -1.974 0.536 0.812
H -0.610 2.091 -0.394
H 0.300 1.041 -3.068
H 0.783 -2.671 -0.329
H 1.804 1.120 -2.305
H 1.484 1.305 1.466
H 2.069 -0.950 -3.498
H -1.586 -3.218 -0.048
H -0.401 -2.153 2.117
```

Structure (SMILES)   CC[C@H](C)[C@H](N)C(=O)N[C@@H](CCC(=O)O)C(=O)O
Net charge   0
Frontier orbital gap   10.011 eV
Molar mass   260.29 u
ΔE to the lowest compared entry with this formula, charge and spin   77.8 kJ/mol
HOMO energy   -0.349 Ha

=====

> Among the records above, which one has the highest molar mass?

C38H49Cl3Ge2N2O7PSSn

=====

> The lowest net charge belongs to which entry?

C38H49Cl3Ge2N2O7PSSn